1.
115
Properties=species:S:1:pos:R:3:forces:R:3:lowdin_charge:R:1 method="wB97M-V/def2-TZVPD" spin_multiplicity=5 total_charge=+2 s2=6.095 homo_lumo_gap_ev="6.75 / 5.42"
Ir 0.10434 -0.19790 -0.17045 0.141 0.232 0.091 1.1358
S 0.94460 -4.57530 -6.06310 -0.589 0.270 0.381 1.0999
C -0.56656 -4.95920 -6.74542 -0.080 0.056 0.094 -0.3816
C -1.61311 -4.50374 -5.99710 0.065 -0.292 -0.460 -0.1616
C -1.19456 -3.82473 -4.84415 0.699 0.171 0.173 -0.1143
C 0.17498 -3.76623 -4.72131 -0.421 -0.507 -0.778 -0.4600
C 0.98928 -3.17227 -3.69529 0.756 0.253 0.443 -0.1793
C 0.44933 -2.38050 -2.66294 0.017 -0.220 -0.276 -0.1047
N 1.15429 -1.75941 -1.74099 -0.043 0.171 0.237 0.0207
C 2.49254 -1.94488 -1.72650 0.324 -0.390 -0.448 -0.1481
C 3.13218 -2.78375 -2.67883 -0.330 0.315 0.300 -0.1164
C 4.52765 -3.06013 -2.59350 0.291 0.136 0.230 0.0045
C 5.27424 -2.50233 -1.62070 -0.161 -0.204 -0.322 0.0058
C 4.68351 -1.60484 -0.68678 -0.573 0.162 0.064 -0.1221
C 5.46586 -0.98855 0.28586 -0.498 0.424 0.355 0.0398
C 4.87566 -0.12328 1.19181 -0.124 -0.628 -0.680 -0.1882
C 3.47971 0.06490 1.08317 0.378 0.017 0.191 -0.0862
N 2.71403 -0.49410 0.17410 -0.323 -0.159 -0.124 0.0705
C 3.29257 -1.31943 -0.72341 0.751 -0.167 0.078 -0.1701
C 5.65935 0.53634 2.20367 0.597 0.346 0.602 -0.4603
C 5.30573 1.54285 3.07334 -0.031 -0.478 -0.515 -0.1076
C 6.36319 1.94199 3.90612 0.455 -0.026 0.194 -0.1641
C 7.50847 1.23701 3.67311 -0.124 0.044 -0.060 -0.3852
S 7.32989 0.08389 2.43238 -0.638 0.372 0.179 1.0952
C 2.36408 -3.35662 -3.68584 -0.643 0.207 0.256 0.0428
H -0.60228 -5.50117 -7.66966 -0.058 -0.124 -0.190 0.0754
H -2.64377 -4.65714 -6.26255 -0.141 -0.035 -0.083 0.1114
H -1.88520 -3.39603 -4.14330 -0.121 0.123 0.224 0.0773
H -0.61851 -2.28088 -2.59395 0.013 0.012 -0.081 0.0401
H 4.96200 -3.73878 -3.31032 0.054 -0.062 -0.104 0.1281
H 6.32504 -2.72299 -1.52183 0.145 -0.008 -0.048 0.1285
H 6.52798 -1.18319 0.32341 0.069 -0.055 -0.080 0.1026
H 3.01362 0.71474 1.79921 -0.010 0.074 0.012 0.0839
H 4.32861 1.99491 3.10428 -0.110 0.018 -0.070 0.0817
H 6.28476 2.71915 4.64646 0.036 0.085 0.110 0.1087
H 8.45789 1.33252 4.16037 0.195 0.076 0.161 0.0734
H 2.84279 -3.96044 -4.44172 0.102 -0.086 -0.017 0.1013
C -3.52496 -1.14167 -3.65701 0.149 -0.145 0.139 -0.0935
C -2.32856 -0.45180 -3.00142 0.322 -0.040 0.196 -0.5161
C -2.35935 1.05174 -3.26455 0.137 -0.034 0.097 -0.0990
P -2.09359 -0.70934 -1.14651 -1.000 -0.390 -0.474 0.9890
C -2.74606 -2.35281 -0.52188 0.373 0.090 -0.034 -0.5131
C -2.73303 -2.18427 0.99954 -0.118 0.089 -0.020 -0.1220
C -1.94463 -3.59397 -0.88592 -0.111 0.049 -0.072 -0.0996
C -3.47142 0.31461 -0.51899 0.637 0.406 0.387 -0.2948
C -4.78830 0.17067 -0.92334 -0.037 -0.029 0.054 -0.0330
C -5.77093 1.07652 -0.52835 0.234 -0.018 0.072 -0.2373
C -7.15692 1.02397 -1.06936 -0.166 0.038 -0.056 -0.0294
C -5.41519 2.11603 0.34177 -0.001 -0.155 -0.103 -0.0037
C -4.13352 2.24655 0.80233 0.116 -0.084 -0.103 0.0040
C -3.13217 1.33257 0.39307 -1.055 -0.078 -0.349 -0.3089
N -1.85142 1.47982 0.75628 0.979 -0.157 0.142 0.0819
C -1.50224 2.18270 1.83366 -0.083 0.306 0.457 -0.2272
C -0.34198 3.11004 1.57734 -0.128 -0.096 -0.232 -0.3012
C -0.63038 3.95650 0.34600 0.072 -0.090 0.179 0.0199
C 0.15734 3.89730 2.80627 -0.221 0.022 0.075 -0.0920
C -0.64386 3.79831 4.05227 -0.504 -0.471 0.135 -0.2009
C -0.38593 4.75179 5.16898 0.015 0.065 0.156 -0.0178
C -1.59546 2.83801 4.17229 0.456 0.701 0.196 0.0167
C -2.03153 2.00959 3.10868 -0.214 -0.097 -0.732 -0.1686
C -3.02624 0.93364 3.40731 -0.072 0.018 0.043 -0.0054
H -3.31765 -1.26305 -4.71932 -0.020 0.003 -0.057 0.0916
H -4.42520 -0.54076 -3.56862 -0.075 0.015 0.023 0.0747
H -3.71695 -2.12952 -3.24034 -0.087 -0.099 -0.030 0.0687
H -1.41236 -0.82643 -3.46825 -0.149 0.029 0.066 0.0791
H -3.22001 1.52897 -2.80138 -0.052 0.020 0.015 0.0770
H -2.41608 1.22172 -4.33562 0.041 0.054 -0.152 0.0947
H -1.45318 1.52474 -2.89060 0.091 0.194 0.013 0.0697
H -3.77701 -2.46417 -0.87313 0.088 0.114 0.004 0.1116
H -1.74781 -1.81466 1.31924 -0.091 -0.076 0.150 0.0495
H -2.91773 -3.13500 1.49352 0.020 -0.096 0.016 0.0941
H -3.49706 -1.48079 1.32159 0.057 0.057 0.122 0.0689
H -0.90204 -3.48449 -0.59089 0.103 -0.063 0.015 0.0737
H -1.99575 -3.83868 -1.94232 0.067 -0.029 -0.158 0.0607
H -2.35784 -4.44266 -0.34508 -0.004 -0.090 0.038 0.0934
H -5.06487 -0.64428 -1.57322 -0.087 -0.041 -0.098 0.1036
H -7.36074 0.10327 -1.60795 -0.019 -0.077 -0.013 0.0848
H -7.30745 1.86066 -1.75413 -0.066 -0.017 -0.049 0.0990
H -7.88182 1.13728 -0.26625 -0.116 -0.048 0.016 0.0928
H -6.16984 2.83230 0.63045 -0.065 0.100 0.056 0.1295
H -3.86092 3.06936 1.44945 0.007 0.023 -0.006 0.1283
H -1.50520 4.58054 0.52248 -0.061 0.115 -0.056 0.1029
H -0.83193 3.30504 -0.50185 -0.035 0.012 -0.118 0.0795
H 0.21498 4.59358 0.09981 0.117 0.135 0.018 0.0952
H 0.34293 4.95109 2.58159 0.038 -0.075 -0.072 0.1618
H 0.43270 5.42885 4.94577 0.114 0.079 0.043 0.0816
H -0.17037 4.22290 6.09766 0.085 -0.008 0.047 0.0967
H -1.27713 5.35351 5.36195 0.049 0.055 -0.030 0.1014
H -2.10107 2.72456 5.12160 -0.060 0.010 0.122 0.1333
H -3.09159 0.76137 4.47728 0.039 -0.044 0.097 0.0915
H -2.73273 0.00657 2.91991 -0.062 -0.140 -0.050 0.0713
H -4.02548 1.18889 3.05624 -0.051 -0.042 0.036 0.0877
C 1.37812 0.91270 3.92755 0.254 0.592 0.508 -0.0085
C 0.84712 0.30015 2.73837 -0.144 -0.009 -0.595 -0.1159
N 0.73534 0.89429 1.60752 -0.033 -0.976 0.203 -0.0970
C 0.98343 2.30837 1.50690 -0.056 0.648 -0.501 -0.1782
C 1.51851 3.07564 2.75141 0.153 -0.033 0.012 -0.2741
C 1.74819 2.19975 3.93366 -0.215 -0.394 -0.181 0.0208
C 2.61248 4.08817 2.61751 0.316 0.040 -0.233 -0.0163
C 3.44819 4.47758 1.64848 -0.112 0.189 0.595 -0.0079
C 3.79802 3.94335 0.33941 0.477 0.092 -0.814 -0.2489
C 4.55789 4.74046 -0.53057 -0.266 -0.248 0.181 0.0234
C 4.93859 4.17986 -1.73680 -0.060 0.159 0.229 -0.0951
N 4.61491 2.93715 -2.05754 0.227 -0.221 -0.701 0.1029
C 3.89752 2.26451 -1.18686 -0.036 0.075 -0.052 -0.1913
N 3.47142 2.69750 -0.01617 -0.012 0.103 0.464 0.1164
H 1.52125 0.28264 4.78912 0.036 -0.072 0.141 0.1211
H 0.61351 -0.75833 2.77784 -0.060 -0.085 -0.057 0.1295
H 1.58022 2.48514 0.60757 -0.293 -0.078 0.248 0.1179
H 2.22219 2.63985 4.79898 0.025 0.018 0.191 0.1390
H 2.64432 4.69652 3.51778 0.057 0.103 0.028 0.1284
H 4.02766 5.36554 1.87732 -0.019 0.017 0.102 0.1191
H 4.82963 5.75295 -0.27861 0.038 0.080 0.079 0.1179
H 5.51529 4.72612 -2.46900 0.084 0.135 -0.003 0.1197
H 3.62178 1.25829 -1.46187 -0.029 -0.228 -0.047 0.1032


2.
22
Properties=species:S:1:pos:R:3:forces:R:3:lowdin_charge:R:1 method="wB97M-V/def2-TZVPD" total_charge=+1 de_lowest_kcal_mol=86.95 homo_lumo_gap_ev=10.06
C 1.15991 1.70085 2.65401 0.226 -0.286 1.143 -0.0819
C 1.65691 2.62527 1.78938 -1.826 -3.156 0.471 -0.0697
C 0.83102 0.99791 0.71120 -3.455 -3.375 -4.318 -0.1769
C -0.03389 -0.08658 -0.64102 2.952 3.569 4.005 -0.0877
C -1.31166 -1.77633 -1.44518 -1.182 2.225 0.141 -0.0800
C -0.73231 -0.91729 -2.57177 1.476 -1.499 -3.778 -0.1143
C -0.88213 -1.58117 1.05967 1.470 0.512 1.878 0.0028
N 0.57719 0.70829 1.92755 0.405 -0.536 0.388 0.0550
N 1.43200 2.16999 0.52987 0.839 2.185 -1.995 0.0929
N -0.55753 -1.22233 -0.35739 0.966 -0.207 4.035 -0.0910
N -0.20873 0.25968 -1.88048 0.415 0.631 -1.862 0.0794
H 1.25272 1.53360 3.74328 -0.134 0.766 -0.906 0.1335
H 2.25369 3.38685 1.90827 2.775 4.146 0.879 0.0732
H -2.38097 -1.53352 -1.17322 0.769 -0.605 -0.821 0.1627
H -1.09029 -2.79563 -1.46470 -0.133 -1.664 -0.590 0.1211
H 0.17919 -1.47308 -3.15721 -1.905 1.068 1.742 0.1794
H -1.37362 -0.64710 -3.44777 0.040 -0.146 1.215 0.1360
H -1.93075 -1.64944 1.06110 -1.432 0.012 0.456 0.0727
H -0.47734 -2.48627 1.48798 0.203 -1.075 -1.248 0.0892
H -0.44584 -0.93920 1.95036 -1.230 -0.180 -2.771 0.1159
H 1.69392 2.81493 -0.28174 -0.748 -2.043 1.292 0.2135
H 0.38850 0.91056 -2.40223 -0.490 -0.343 0.644 0.1744


Number 1: maximum force 1.173 eV Å⁻¹, electronic energy -98527.924 eV. Number 2: maximum force 6.479 eV Å⁻¹, electronic energy -13388.373 eV.